Entry 1:
The following is a DFT calculation (ωB97M-V/def2-TZVPD) of C21H21CoN4O3S2 as an isolated structure.

Cartesian coordinates (Å):
Co -0.448 1.168 -1.486
C 0.646 1.345 2.746
C 0.632 1.624 1.261
N -0.360 1.222 0.530
N -1.419 0.649 1.261
C -2.362 0.190 0.508
S -2.454 0.187 -1.192
S -3.773 -0.511 1.358
C -2.979 -1.211 2.835
C -2.286 -2.520 2.564
C -2.950 -3.722 2.791
C -2.337 -4.938 2.521
C -1.047 -4.966 2.013
C -0.378 -3.772 1.778
C -0.991 -2.559 2.055
C 1.757 2.378 0.687
C 2.680 2.973 1.575
C 3.779 3.686 1.164
C 4.004 3.822 -0.216
C 3.126 3.289 -1.114
C 1.947 2.577 -0.717
O 1.171 2.183 -1.653
H 0.042 0.472 2.966
H 0.219 2.181 3.306
H 1.662 1.182 3.095
H -3.790 -1.357 3.550
H -2.295 -0.459 3.224
H -3.963 -3.704 3.179
H -2.871 -5.863 2.705
H -0.566 -5.912 1.798
H 0.624 -3.782 1.368
H -0.476 -1.627 1.856
H 2.506 2.892 2.639
H 4.450 4.129 1.887
H 4.876 4.361 -0.572
H 3.272 3.397 -2.182
C -1.726 3.232 -4.776
O -1.438 2.792 -3.458
C -0.852 1.534 -3.350
O -0.673 0.920 -4.392
H -2.286 4.160 -4.671
H -2.317 2.496 -5.324
H -0.808 3.416 -5.339
N 1.228 -2.493 -2.884
C 1.669 -2.665 -1.590
C 1.267 -1.548 -0.925
N 0.596 -0.712 -1.781
C 0.587 -1.299 -2.949
H 1.348 -3.134 -3.646
H 2.211 -3.539 -1.277
H 1.416 -1.285 0.110
H 0.131 -0.877 -3.834

Output
Energy above the lowest of the compared OMol25 structures with the same formula, charge and spin (kcal per mole): 2.0
LUMO level (alpha / beta) (eV): 2.72 / 2.71
Charge: -1
Spin multiplicity: 2
Frontier orbital gap (alpha / beta) (eV): 6.74 / 6.95

=====

Entry 2:
The following is a DFT calculation (ωB97M-V/def2-TZVPD) of a 2-piece molecular cluster, C21H21F2 overall.

Cartesian coordinates (Å):
C -3.304 3.051 6.183
C -1.884 2.772 5.842
C -1.358 1.512 5.929
C 0.029 1.274 5.961
H 0.008 -0.152 3.872
C 0.903 2.272 5.434
C 2.324 1.931 5.042
C 0.440 3.541 5.256
C -0.986 3.911 5.534
H -3.499 4.125 6.179
H -4.030 2.561 5.528
H -3.515 2.678 7.190
H -2.009 0.642 5.940
H 0.424 0.262 6.104
H 2.487 0.838 5.012
H 2.579 2.329 4.040
H 3.026 2.387 5.763
H 1.125 4.350 4.989
H -1.392 4.547 4.729
H -0.974 4.569 6.423
F -3.460 2.258 1.249
C -3.105 1.016 1.723
C -4.099 0.077 1.928
C -3.731 -1.182 2.413
C -2.385 -1.456 2.661
C -1.391 -0.498 2.454
C -0.017 -0.775 3.007
C 1.279 -0.433 2.323
C 2.391 -1.244 2.616
C 3.687 -0.833 2.325
C 3.909 0.423 1.744
C 2.790 1.202 1.449
F 3.005 2.483 0.983
C 1.483 0.770 1.653
C -1.751 0.773 1.989
H -5.145 0.318 1.713
H -4.481 -1.951 2.592
H -2.087 -2.427 3.050
H 0.028 -1.803 3.380
H 2.215 -2.199 3.101
H 4.528 -1.494 2.543
H 4.909 0.785 1.526
H 0.658 1.401 1.327
H -1.037 1.576 1.873

Output
Energy above the lowest of the compared OMol25 structures with the same formula, charge and spin (kcal per mole): 0.0
LUMO level (eV): -5.84
Charge: +1
Spin multiplicity: 1
Frontier orbital gap (eV): 5.87

=====

Entry 3:
The following is a DFT calculation (ωB97M-V/def2-TZVPD) of C21H21IrN7O6S2 as an isolated structure.

Cartesian coordinates (Å):
Ir 0.474 -0.064 0.741
C -2.590 2.309 1.159
C -2.119 1.321 2.223
C -2.757 1.517 3.587
O -0.709 1.359 2.277
C -2.569 -0.102 1.656
O -3.769 -0.325 1.647
O -1.653 -0.835 1.231
H -2.416 3.326 1.502
H -3.649 2.177 0.956
H -2.012 2.157 0.249
H -2.512 2.497 3.995
H -2.422 0.754 4.288
H -3.837 1.443 3.498
H -0.386 1.276 3.184
N 0.685 -1.712 -3.229
C -0.531 -1.160 -3.492
C -0.952 -0.572 -2.327
N -0.016 -0.773 -1.375
C 0.979 -1.458 -1.937
C 2.135 -1.765 -1.152
N 2.133 -1.486 0.158
C 3.367 -1.780 0.624
C 4.131 -2.251 -0.413
N 3.335 -2.255 -1.513
H 1.265 -2.177 -3.912
H -1.008 -1.228 -4.450
H -1.853 -0.033 -2.119
H 3.631 -1.651 1.654
H 5.151 -2.572 -0.444
H 3.648 -2.451 -2.451
O 2.169 1.233 1.763
C 2.476 1.724 0.661
N 1.732 1.412 -0.401
S 2.564 1.700 -1.830
O 1.730 2.364 -2.769
O 3.112 0.425 -2.230
C 3.821 2.697 -1.025
C 4.859 3.422 -1.552
C 5.719 4.063 -0.657
C 5.523 3.970 0.714
C 4.473 3.228 1.238
C 3.624 2.581 0.350
H 5.011 3.496 -2.617
H 6.553 4.628 -1.046
H 6.199 4.480 1.385
H 4.307 3.166 2.303
S -2.118 -3.246 0.293
C -3.795 -3.477 0.123
N -4.658 -2.474 0.438
C -5.967 -2.602 0.197
C -6.466 -3.776 -0.320
C -5.538 -4.812 -0.510
N -4.252 -4.643 -0.323
H -4.298 -1.593 0.914
H -6.593 -1.757 0.441
H -7.513 -3.888 -0.542
H -5.846 -5.807 -0.810

Output
LUMO level (alpha / beta) (eV): -5.33 / -8.54
Charge: +2
Spin multiplicity: 6
Frontier orbital gap (alpha / beta) (eV): 8.86 / 5.63

=====

| no. | total energy (Eh) |
| --- | --- |
| 1 | -3436.828316 |
| 2 | -1012.247798 |
| 3 | -2547.669857 |